# 1
128
Properties=species:S:1:pos:R:3:lowdin_charge:R:1 method="wB97M-V/def2-TZVPD" e_homo_ev="-2.221 / -2.720" de_lowest_kcal_mol=0.0 spin_multiplicity=4 gap_ev="4.9 / 5.4" lumo_energy_ev="2.683 / 2.683" total_charge=-2
Cr 19.3237 -17.1328 5.0598 0.851
Cs 15.8262 -19.9023 4.5942 1.014
Li 19.7242 -20.4783 4.2159 0.543
P 18.9093 -18.5355 2.8385 0.026
O 19.3925 -18.1914 1.4467 -0.342
O 18.3590 -19.9529 3.0900 -0.581
O 18.0888 -17.4003 3.5854 -0.425
O 20.0872 -18.4818 3.9059 -0.461
S 19.7977 -14.5526 4.9602 0.272
O 20.7177 -13.6093 5.5728 -0.346
O 20.5278 -15.7156 4.4278 -0.394
O 18.9897 -15.3859 5.9057 -0.406
O 18.9447 -13.9244 3.9662 -0.346
S 19.3317 -19.1122 6.8829 0.291
O 20.3383 -18.0392 6.5621 -0.390
O 19.5214 -20.3424 6.1225 -0.417
O 19.1625 -19.3214 8.2954 -0.312
O 18.2378 -18.3522 6.2202 -0.472
C 22.5662 -21.3804 5.1533 -0.078
C 22.2989 -21.3164 3.6616 -0.242
N 20.9989 -21.8647 3.2618 -0.208
C 20.8703 -23.3036 3.5218 -0.253
C 19.4148 -23.7065 3.4501 -0.082
C 20.6816 -21.5333 1.8268 -0.229
C 21.3005 -22.4467 0.7913 -0.091
H 22.3023 -22.3066 5.6744 0.065
H 21.9472 -20.6431 5.6695 0.062
H 23.6159 -21.2255 5.3999 0.069
H 22.4326 -20.3099 3.2637 0.121
H 23.0644 -21.8870 3.1001 0.110
H 21.2593 -23.5239 4.5165 0.102
H 21.4629 -23.9418 2.8545 0.105
H 18.9081 -23.4376 2.5234 0.057
H 18.8293 -23.2581 4.2610 0.080
H 19.2173 -24.7742 3.6088 0.072
H 19.6021 -21.5532 1.7074 0.086
H 21.0729 -20.5197 1.7461 0.113
H 20.8025 -23.4259 0.8137 0.060
H 21.1739 -22.0602 -0.2193 0.071
H 22.3380 -22.7449 0.9704 0.067
C 12.6132 -17.4682 0.4378 -0.073
C 13.0869 -18.5438 1.4185 -0.257
N 14.0155 -18.0836 2.4521 -0.223
C 13.4718 -17.1603 3.4425 -0.264
C 12.4390 -17.7951 4.3745 -0.090
C 15.2494 -17.5221 1.8670 -0.244
C 15.9358 -18.4416 0.8769 -0.085
H 11.8292 -17.8730 -0.2089 0.069
H 13.4051 -17.1322 -0.2314 0.068
H 12.1889 -16.6186 0.9744 0.066
H 12.2232 -19.0014 1.9039 0.091
H 13.5802 -19.3447 0.8715 0.079
H 14.3025 -16.9177 4.1060 0.116
H 13.0730 -16.2464 2.9849 0.113
H 12.7210 -18.8369 4.5502 0.034
H 12.3564 -17.2826 5.3303 0.073
H 11.4607 -17.8581 3.8884 0.066
H 15.9483 -17.3937 2.6929 0.075
H 15.0714 -16.5393 1.4140 0.127
H 16.9093 -18.0404 0.5873 0.082
H 15.3665 -18.5298 -0.0585 0.048
H 16.1017 -19.4662 1.2149 0.051
C 16.0500 -23.4313 0.9543 -0.072
C 15.9096 -22.5941 2.2158 -0.263
N 14.5780 -22.7213 2.8402 -0.201
C 14.2852 -24.0657 3.3018 -0.262
C 15.3356 -24.5837 4.2887 -0.069
C 13.5443 -22.1678 1.9778 -0.256
C 12.3658 -21.6660 2.8154 -0.074
H 15.2346 -23.2579 0.2436 0.057
H 16.0290 -24.5151 1.1152 0.072
H 16.9425 -23.2786 0.3427 0.067
H 16.6473 -22.7819 2.9928 0.084
H 16.1360 -21.5507 1.9832 0.070
H 13.3101 -24.0690 3.7985 0.101
H 14.1096 -24.7489 2.4539 0.113
H 15.5704 -23.8641 5.0703 0.081
H 14.9333 -25.4836 4.7604 0.071
H 16.2508 -24.8854 3.7800 0.063
H 13.2240 -22.8562 1.1830 0.112
H 13.9757 -21.3260 1.4350 0.096
H 11.9997 -22.4696 3.4566 0.061
H 11.4829 -21.3630 2.2415 0.073
H 12.6036 -20.7661 3.3800 0.042
C 14.4180 -21.2816 -2.1349 -0.072
C 15.7026 -21.8756 -2.7272 -0.249
N 16.6999 -20.9450 -3.2352 -0.185
C 16.2511 -20.2302 -4.4287 -0.275
C 16.1430 -21.1611 -5.6408 -0.103
C 17.1444 -19.9559 -2.2418 -0.241
C 17.7672 -20.6238 -1.0141 -0.068
H 13.8774 -22.0703 -1.6058 0.062
H 13.7534 -20.9346 -2.9297 0.065
H 14.5953 -20.4680 -1.4310 0.054
H 16.1808 -22.5011 -1.9718 0.090
H 15.4535 -22.5746 -3.5258 0.099
H 15.2954 -19.7050 -4.2740 0.110
H 16.9581 -19.4650 -4.7548 0.110
H 15.3105 -21.8550 -5.5184 0.054
H 15.9989 -20.5799 -6.5558 0.064
H 17.0662 -21.7227 -5.7820 0.073
H 16.2767 -19.3366 -1.9727 0.093
H 17.8891 -19.2995 -2.6907 0.117
H 18.4354 -21.4412 -1.2870 0.079
H 16.9635 -20.9967 -0.3750 0.044
H 18.3455 -19.8932 -0.4404 0.073
C 23.5917 -18.0053 5.5669 -0.079
C 24.6683 -17.3049 4.7511 -0.273
N 24.2722 -16.0524 4.1504 -0.157
C 23.5534 -15.1195 5.0360 -0.244
C 24.3446 -14.5912 6.2316 -0.086
C 25.3820 -15.3521 3.5205 -0.274
C 26.1591 -16.2350 2.5333 -0.114
H 22.6816 -18.2405 5.0057 0.075
H 23.2047 -17.3535 6.3538 0.071
H 23.8969 -18.9331 6.0475 0.061
H 25.5396 -17.2024 5.4276 0.109
H 24.9327 -18.0009 3.9491 0.099
H 22.6692 -15.6281 5.4129 0.083
H 23.1160 -14.3105 4.4523 0.114
H 24.6901 -15.3995 6.8813 0.062
H 23.7568 -13.9069 6.8458 0.071
H 25.2085 -13.9949 5.9203 0.048
H 25.0013 -14.5022 2.9529 0.115
H 26.1046 -14.9647 4.2530 0.095
H 26.6519 -17.0934 2.9899 0.051
H 25.5004 -16.6133 1.7482 0.075
H 26.9359 -15.6500 2.0310 0.057

***

# 2
180
Properties=species:S:1:pos:R:3:lowdin_charge:R:1 method="wB97M-V/def2-TZVPD" e_homo_ev=-10.793 gap_ev=6.4 lumo_energy_ev=-4.410 total_charge=+1
C 2.2595 0.6243 2.0178 -0.086
C 3.2588 -0.6631 1.9470 -0.234
O 2.5100 -1.8169 2.3892 -0.186
C 2.3272 -2.8027 1.3456 -0.148
C 0.8354 -3.4331 1.4971 -0.135
O -0.0463 -2.2908 1.6437 -0.102
C -1.4014 -2.5670 1.2675 -0.360
C -2.0302 -4.0169 1.5084 -0.094
O -1.7171 -4.9660 0.4346 -0.214
O -2.8578 -5.6569 0.1989 -0.052
C -2.1722 -1.2876 1.9124 -0.208
C -3.6850 -1.4482 2.4116 -0.024
N -1.7532 -0.1075 1.0944 0.006
C -1.6774 1.2296 1.7363 -0.074
C -2.3942 2.4235 0.9754 -0.138
C -3.0388 3.5321 1.8889 0.010
C -3.7314 4.7851 1.2766 -0.032
C -3.8040 5.0063 -0.2573 -0.028
C -3.1966 3.9031 -1.1932 -0.035
C -2.5026 2.6513 -0.5465 -0.030
C -1.4522 -0.5519 -0.1124 0.041
C -1.6814 -2.1588 -0.2708 -0.865
Cl -0.5453 -2.7545 -1.5846 0.710
Cl -3.4035 -2.4332 -0.8887 0.738
H 1.6244 0.7371 1.0687 0.061
H 1.5606 0.5072 2.9315 0.081
H 2.8782 1.5977 2.0977 0.080
H 3.6973 -0.7458 0.8961 0.117
H 4.1324 -0.3922 2.6560 0.131
H 3.1508 -3.5932 1.4710 0.147
H 2.3808 -2.3491 0.2881 0.117
H 0.8247 -4.1604 2.3862 0.149
H 0.6707 -4.0604 0.5581 0.111
H -1.6865 -4.4098 2.5380 0.160
H -3.1842 -4.0060 1.5646 0.137
H -2.6561 -6.5940 -0.0344 0.128
H -1.5967 -1.1346 2.9068 0.182
H -3.9626 -0.4907 2.9906 0.100
H -3.6697 -2.2874 3.2091 0.113
H -4.4390 -1.7325 1.6086 0.070
H -2.2031 1.1318 2.7625 0.144
H -0.5750 1.4729 1.9979 0.142
H -2.9929 3.4241 3.0295 0.086
H -4.1846 5.5931 1.9401 0.087
H -4.2802 5.9389 -0.7384 0.083
H -3.2047 3.9974 -2.3384 0.092
H -2.0519 1.8997 -1.2696 0.064
H -1.0594 0.0906 -0.9645 0.153
C -1.9832 4.2186 6.1828 -0.134
O -2.4640 3.1550 5.3676 -0.156
H -1.3430 4.8636 5.5808 0.077
H -2.8270 4.7998 6.5628 0.082
H -1.4053 3.8113 7.0149 0.074
H -3.0264 2.6013 5.9239 0.081
C 1.5966 3.9270 8.4676 -0.163
O 0.6642 4.9964 8.4325 -0.138
H 1.3309 3.2007 7.6996 0.059
H 2.6016 4.3101 8.2713 0.083
H 1.5647 3.4457 9.4462 0.054
H 0.9241 5.6222 9.1216 0.059
C 3.7358 -3.3683 -2.4961 -0.131
O 2.8024 -4.3330 -2.0253 -0.141
H 4.7155 -3.5914 -2.0732 0.087
H 3.7942 -3.4125 -3.5862 0.091
H 3.4246 -2.3698 -2.1801 0.049
H 1.9437 -4.1132 -2.4139 0.039
C -0.4939 -8.3441 1.2261 -0.159
O -1.6023 -8.1819 2.1035 -0.122
H -0.1114 -9.3587 1.3253 0.076
H -0.8146 -8.1784 0.1931 0.071
H 0.2929 -7.6334 1.4919 0.080
H -1.9234 -7.2774 1.9973 0.043
C 2.9667 -7.0867 -4.6592 -0.135
O 2.0286 -6.0174 -4.6914 -0.134
H 2.7141 -7.8006 -5.4437 0.087
H 3.9714 -6.6978 -4.8337 0.065
H 2.9225 -7.5852 -3.6876 0.063
H 2.2751 -5.4009 -3.9882 0.035
C -2.2374 -2.7734 -5.3931 -0.144
O -2.8827 -2.2316 -4.2479 -0.163
H -2.8067 -2.4993 -6.2814 0.076
H -1.2257 -2.3669 -5.4726 0.071
H -2.1978 -3.8624 -5.3104 0.085
H -2.3634 -2.4869 -3.4757 -0.030
C -5.1302 8.8579 -1.8166 -0.161
O -6.0544 7.8985 -1.3184 -0.140
H -4.1440 8.6416 -1.4067 0.064
H -5.0900 8.7967 -2.9066 0.081
H -5.4377 9.8604 -1.5089 0.082
H -6.9178 8.1107 -1.6950 0.080
C 1.7647 0.0643 7.4055 -0.155
O 1.2642 0.8170 8.5005 -0.136
H 2.4448 0.6919 6.8290 0.078
H 2.3060 -0.8102 7.7756 0.077
H 0.9363 -0.2527 6.7664 0.072
H 0.6664 0.2405 8.9933 0.081
C -2.0221 7.8675 3.3023 -0.139
O -2.9980 6.9163 3.7047 -0.157
H -1.5292 7.5055 2.3994 0.079
H -2.5051 8.8248 3.0914 0.075
H -1.2798 7.9915 4.0944 0.081
H -3.4181 7.2602 4.5037 0.055
C 3.8545 -5.3446 -8.2775 -0.158
O 2.8765 -6.3043 -7.9031 -0.133
H 4.3591 -5.6891 -9.1809 0.076
H 3.3720 -4.3864 -8.4765 0.058
H 4.5875 -5.2342 -7.4731 0.078
H 2.4459 -5.9747 -7.1019 0.047
C -2.1353 6.4290 -3.8060 -0.143
O -2.6393 7.1805 -2.7117 -0.142
H -1.4546 7.0573 -4.3805 0.064
H -1.5939 5.5550 -3.4337 0.070
H -2.9627 6.1118 -4.4462 0.086
H -3.2389 6.6022 -2.2195 0.021
C 1.7935 3.7544 3.9094 -0.152
O 0.8872 2.7608 4.3651 -0.148
H 2.7786 3.5551 4.3318 0.085
H 1.8540 3.7229 2.8182 0.067
H 1.4518 4.7392 4.2368 0.080
H 0.0257 2.9622 3.9770 0.051
C 7.0064 -7.6736 -3.6198 -0.143
O 6.0712 -6.6029 -3.6492 -0.145
H 6.7512 -8.3860 -4.4051 0.085
H 8.0124 -7.2877 -3.7943 0.058
H 6.9617 -8.1736 -2.6491 0.080
H 6.3193 -5.9891 -2.9466 0.073
C 2.3378 -8.8782 -1.1265 -0.163
O 1.9403 -9.8089 -0.1298 -0.134
H 1.4782 -8.2641 -1.3976 0.073
H 3.1318 -8.2360 -0.7362 0.079
H 2.6923 -9.4135 -2.0106 0.075
H 2.7171 -10.3382 0.0916 0.084
C 1.9279 -0.1611 -3.5604 -0.152
O 1.4684 -1.2157 -4.3923 -0.125
H 2.5717 0.4940 -4.1470 0.090
H 1.0746 0.4118 -3.1860 0.070
H 2.4977 -0.5720 -2.7233 0.052
H 0.9020 -1.7805 -3.8518 0.022
C -7.6126 4.6091 2.2922 -0.158
O -7.0629 3.4240 2.8490 -0.137
H -8.1997 5.1193 3.0561 0.081
H -6.8056 5.2665 1.9578 0.060
H -8.2598 4.3528 1.4499 0.079
H -6.5496 2.9939 2.1529 0.065
C -5.4598 9.0286 4.5601 -0.165
O -4.8774 9.9278 5.4909 -0.120
H -4.9296 9.1112 3.6109 0.075
H -5.3732 8.0050 4.9356 0.070
H -6.5116 9.2836 4.4100 0.083
H -5.3633 9.8353 6.3204 0.081
C 1.7143 4.1850 12.2693 -0.145
O 2.0456 5.1333 11.2646 -0.138
H 1.7002 3.1903 11.8231 0.074
H 2.4633 4.2138 13.0643 0.079
H 0.7268 4.4115 12.6788 0.081
H 2.0515 6.0031 11.6847 0.086
C -5.1390 -4.5810 -7.5270 -0.166
O -6.0760 -3.5149 -7.5533 -0.125
H -5.3982 -5.2971 -8.3070 0.081
H -4.1344 -4.1918 -7.7125 0.064
H -5.1748 -5.0771 -6.5536 0.076
H -5.8249 -2.8967 -6.8553 0.070
C -0.1758 9.7172 -4.9197 -0.172
O -0.6809 10.4657 -3.8252 -0.122
H 0.5046 10.3467 -5.4935 0.081
H 0.3664 8.8434 -4.5478 0.071
H -1.0030 9.4004 -5.5606 0.074
H -1.2791 9.8863 -3.3348 0.065
C 10.9649 -8.2223 -4.1559 -0.157
O 10.3155 -7.6835 -3.0129 -0.144
H 10.4013 -7.9413 -5.0459 0.078
H 11.9783 -7.8199 -4.2281 0.077
H 11.0010 -9.3119 -4.0802 0.078
H 10.8329 -7.9460 -2.2411 0.079
C 4.9464 -2.6516 -10.4976 -0.151
O 3.8389 -2.4681 -9.6275 -0.144
H 5.3119 -3.6731 -10.3910 0.071
H 4.6344 -2.4856 -11.5317 0.079
H 5.7438 -1.9529 -10.2320 0.078
H 3.5350 -1.5585 -9.7409 0.080

***

# 3
35
Properties=species:S:1:pos:R:3:lowdin_charge:R:1 method="wB97M-V/def2-TZVPD" e_homo_ev=-9.655 smiles=COC[C@H](C)N.O.O.O.O.O.O de_lowest_kcal_mol=22.8 gap_ev=9.9 lumo_energy_ev=0.219
C 29.1071 -8.9076 -17.3782 -0.066
C 29.2450 -10.1941 -18.1287 -0.459
C 30.5035 -10.2138 -18.9930 -0.206
O 30.3822 -9.2834 -20.0427 -0.208
C 31.5020 -9.3297 -20.8854 -0.097
N 29.2989 -11.3339 -17.2094 0.033
H 28.0798 -8.6563 -17.1057 0.078
H 29.4810 -8.0559 -17.9553 0.082
H 29.6916 -8.9022 -16.4547 0.084
H 28.3887 -10.3302 -18.8106 0.130
H 30.7159 -11.2108 -19.4015 0.120
H 31.3328 -10.0634 -18.2832 0.140
H 32.4144 -8.9304 -20.4186 0.094
H 31.3537 -8.6902 -21.7529 0.081
H 31.7836 -10.3449 -21.1770 0.089
H 29.3379 -12.1921 -17.7647 0.077
H 28.4217 -11.4771 -16.7144 0.077
O 30.6196 -12.3109 -24.4484 -0.070
H 31.3849 -12.1476 -25.0111 0.061
H 30.3067 -11.4232 -24.1809 0.015
O 27.9790 -13.5910 -23.9958 -0.066
H 28.5367 -12.8585 -24.2956 -0.002
H 27.4035 -13.7838 -24.7429 0.032
O 29.2146 -10.1652 -23.3366 -0.052
H 28.8355 -10.0765 -22.4529 0.034
H 29.5729 -9.2856 -23.5406 0.012
O 30.3397 -7.6973 -24.4814 -0.041
H 30.9977 -7.0702 -24.1604 0.052
H 29.9408 -7.2690 -25.2474 0.057
O 30.6343 -12.9906 -21.6607 -0.078
H 30.8208 -12.8852 -22.6177 0.004
H 29.6984 -12.7800 -21.5793 0.024
O 27.9318 -8.4652 -20.9743 -0.066
H 27.1944 -8.4513 -20.3547 0.038
H 28.6503 -8.9491 -20.5112 -0.002

***

# 4
14
Properties=species:S:1:pos:R:3:lowdin_charge:R:1 method="wB97M-V/def2-TZVPD" e_homo_ev=-9.309 de_lowest_kcal_mol=32.5 gap_ev=9.4 lumo_energy_ev=0.115
C 0.6863 0.9061 -0.4916 -0.533
C -0.6780 -0.7970 0.6212 -0.548
C 1.4481 1.7631 -1.1738 -0.083
C -1.4802 -1.7172 1.1205 -0.110
Si -1.1411 0.4872 -0.7259 0.630
Si 1.1440 -0.3648 0.8758 0.630
H 2.5773 1.9276 -0.9471 0.090
H 1.0191 2.3885 -1.8532 0.002
H -1.2186 -2.4994 1.9585 0.090
H -2.4318 -1.9834 0.7471 0.025
H -2.2330 1.1184 -0.1830 -0.088
H -1.4216 0.3604 -2.3140 -0.021
H 1.7285 -1.8285 0.4796 -0.014
H 2.0009 0.2391 1.8857 -0.071

***

# 5
18
Properties=species:S:1:pos:R:3:lowdin_charge:R:1 method="wB97M-V/def2-TZVPD" e_homo_ev=-7.510 de_lowest_kcal_mol=166.8 gap_ev=6.8 lumo_energy_ev=-0.702
C 0.6877 -0.8756 1.9031 -0.116
N -0.5241 -0.4796 1.0911 -0.038
C -0.2377 -0.4935 -0.4535 -0.249
C -0.5846 0.4648 -1.4139 -0.141
C 0.3001 1.3625 -0.7898 -0.203
C 0.2418 2.3460 0.3146 0.052
C -0.1246 -1.9089 -1.1516 -0.045
H 0.6085 -1.9996 1.8512 0.081
H 0.4819 -0.4648 2.9346 0.090
H 1.6042 -0.5614 1.3531 0.078
H -0.6881 0.5015 1.3283 0.047
H -1.6184 0.6584 -1.6697 0.128
H 1.2511 1.3841 -1.3776 0.104
H 1.0854 2.9116 0.4554 -0.007
H -0.4000 2.4361 1.2119 0.053
H 0.7764 -2.3999 -0.9335 0.046
H -0.9281 -2.6264 -1.0358 0.067
H -0.2003 -1.8535 -2.2090 0.052

***

# 6
20
Properties=species:S:1:pos:R:3:lowdin_charge:R:1 method="wB97M-V/def2-TZVPD" e_homo_ev="-5.226 / -9.257" de_lowest_kcal_mol=8.5 spin_multiplicity=3 gap_ev="5.9 / 6.1" lumo_energy_ev="0.631 / -3.184"
C 0.1592 -0.5498 0.6700 -0.378
C -1.4675 -2.2010 0.2217 -0.026
C -0.9970 -0.5484 -1.4591 -0.068
C 2.0491 1.3513 -0.2337 -0.004
N 0.6028 -0.8604 1.7385 0.181
N -0.6389 -1.0956 -0.2043 -0.195
N 0.5870 1.2161 0.0566 0.071
N -0.0124 2.2065 0.6176 -0.517
O -1.0703 1.9287 1.1702 0.066
O 0.4881 3.3132 0.7526 0.023
H -2.4829 -1.8005 0.3997 0.104
H -1.5617 -2.8303 -0.6528 0.081
H -1.0092 -2.5977 1.1091 0.077
H -1.7843 0.2075 -1.4223 0.098
H -0.1085 -0.0282 -1.8742 0.093
H -1.2171 -1.2941 -2.1777 0.075
H 2.4716 1.9612 0.5202 0.074
H 2.4379 0.3241 -0.2192 0.089
H 2.2666 1.6178 -1.2541 0.093
H 1.2873 -0.3203 2.2415 0.065